133
Properties=species:S:1:pos:R:3:forces:R:3:lowdin_spin:R:1 method="wB97M-V/def2-TZVPD" homo_ev="-12.1 / -12.1" spin_multiplicity=5 total_charge=+2 e_lumo_ev="-5.2 / -6.7"
Os -0.787375 -0.594861 1.074149 -1.835 -0.739 0.413 2.18
C -0.609294 1.089504 4.372004 -0.066 -0.054 -0.094 0.01
C -1.387258 -0.182640 4.208482 0.068 0.245 -0.022 0.01
C -2.179488 -0.700274 5.213079 0.009 -0.051 -0.018 0.00
C -2.905436 -1.871246 4.980591 0.066 0.053 -0.012 0.01
C -2.785754 -2.546180 3.784770 0.097 -0.039 -0.104 0.00
C -1.898686 -2.037370 2.829641 -0.266 -0.348 0.507 0.03
N -1.279890 -0.845228 3.043495 -0.471 -0.290 0.786 0.02
N -1.549873 -2.547236 1.616295 0.140 1.440 -0.067 0.14
Si -1.167495 -4.248462 1.393598 0.430 -0.412 -0.392 0.02
C 0.336536 -4.263259 0.235431 -0.363 -0.117 0.159 0.00
C -0.684508 -4.984359 3.059108 -0.231 0.193 -0.183 0.00
C -2.602757 -5.207670 0.652154 0.179 0.155 0.156 0.00
H 0.288259 0.903384 4.965393 -0.002 0.014 0.006 0.00
H -1.205139 1.841564 4.886516 0.033 0.003 0.039 0.00
H -0.300569 1.483750 3.404572 0.004 0.021 0.014 0.00
H -2.227310 -0.189732 6.164024 -0.064 0.015 -0.010 0.00
H -3.570365 -2.250915 5.745759 0.016 0.000 0.009 0.00
H -3.351019 -3.439654 3.561566 0.003 -0.021 0.068 0.00
H 1.231198 -4.602575 0.761654 -0.062 0.010 0.042 0.00
H 0.541560 -3.265521 -0.158195 -0.025 -0.036 0.016 0.00
H 0.182965 -4.939365 -0.609579 0.045 -0.029 0.034 0.00
H -0.016582 -4.325283 3.618708 0.057 -0.001 -0.052 0.00
H -0.175241 -5.938695 2.913729 0.007 -0.004 -0.047 0.00
H -1.556673 -5.172926 3.686446 0.018 -0.046 0.018 0.00
H -3.075896 -4.699599 -0.189826 0.071 0.051 -0.025 0.00
H -3.377223 -5.395372 1.398894 -0.006 0.001 -0.005 0.00
H -2.244084 -6.178370 0.301639 -0.026 -0.020 0.017 0.00
C 3.906962 -0.463273 4.814796 0.141 0.118 -0.210 0.01
Si 4.790506 0.483281 3.439161 -0.176 -0.019 0.080 0.04
C 6.664775 0.310868 3.537256 -0.267 -0.019 -0.093 0.01
C 4.231764 2.285946 3.436014 0.073 -0.294 -0.118 0.00
Si 4.175637 -0.562394 1.347985 0.813 -0.180 -0.105 0.14
Te 1.648247 -0.184582 1.263330 1.400 0.726 0.846 0.86
Si 4.900650 0.708244 -0.590074 -0.330 -0.102 0.090 0.03
C 4.271149 2.478892 -0.428253 0.091 -0.255 0.046 0.01
C 6.780010 0.614426 -0.624464 -0.254 -0.038 0.049 0.01
C 4.069770 -0.138561 -2.062754 0.167 0.109 0.136 0.01
Si 4.579367 -2.944666 1.244523 -0.262 0.174 -0.023 0.02
C 3.739333 -3.710923 2.751856 0.180 0.131 -0.163 0.00
C 3.774754 -3.615041 -0.328634 0.153 0.219 0.137 0.00
C 6.454474 -3.123053 1.245033 -0.245 0.035 0.027 0.01
H 3.947428 0.084274 5.758608 0.022 0.040 -0.015 0.00
H 4.356717 -1.442620 4.983815 -0.017 -0.009 -0.037 0.00
H 2.856429 -0.614901 4.554057 -0.019 -0.010 0.048 0.01
H 7.052763 0.779279 4.443931 -0.055 0.025 0.026 0.00
H 7.151119 0.786744 2.683930 0.007 0.010 0.015 0.00
H 6.965183 -0.738038 3.553103 -0.002 0.002 0.013 0.00
H 4.271508 2.707495 4.442151 0.018 -0.053 0.033 0.00
H 3.203171 2.362878 3.075490 -0.001 0.057 0.023 0.00
H 4.862664 2.903597 2.795268 -0.015 -0.020 -0.025 0.00
H 4.792055 3.019988 0.363122 -0.006 -0.020 0.005 0.00
H 3.204018 2.483845 -0.192754 0.000 0.026 -0.024 0.01
H 4.415505 3.034330 -1.357418 0.020 -0.045 -0.033 0.00
H 7.207048 1.110378 0.248862 -0.001 0.009 -0.007 0.00
H 7.182013 1.106526 -1.512344 -0.052 0.016 -0.026 0.00
H 7.131363 -0.418578 -0.628370 -0.001 0.003 -0.017 0.00
H 2.997208 -0.241744 -1.872298 -0.008 0.011 -0.026 0.01
H 4.479612 -1.134912 -2.239492 -0.007 0.004 0.031 0.00
H 4.193800 0.438580 -2.982178 0.028 0.036 0.019 0.00
H 2.719654 -3.329944 2.851449 -0.021 -0.015 -0.008 0.00
H 4.275498 -3.477882 3.673219 -0.006 0.017 -0.010 0.00
H 3.686287 -4.798401 2.668323 0.022 -0.012 -0.047 0.00
H 2.743326 -3.260818 -0.401016 0.092 -0.013 -0.027 0.00
H 3.751798 -4.706979 -0.325506 0.025 -0.015 0.051 0.00
H 4.307040 -3.297031 -1.227186 0.023 0.015 0.031 0.00
H 6.889628 -2.664974 2.134884 0.006 -0.018 0.003 0.00
H 6.894223 -2.638305 0.371506 -0.015 -0.010 -0.008 0.00
H 6.759859 -4.170976 1.229841 -0.055 -0.028 0.000 0.00
C 0.350481 2.896490 -2.710549 -0.082 -0.082 -0.080 0.00
C -0.484076 2.398198 -3.890143 -0.008 0.080 0.125 0.00
C -1.990075 2.394942 -3.624358 0.166 -0.168 -0.052 0.00
C -2.475920 1.302226 -2.668961 -0.067 0.450 -0.028 0.00
N -2.191037 -0.038933 -3.159942 0.089 -0.267 0.109 0.01
C -1.325540 -0.916751 -2.628138 -0.532 -0.154 -0.286 0.03
Se -0.155135 -0.590730 -1.174614 0.825 0.084 -1.773 0.22
N -1.244994 -1.999837 -3.417581 -0.170 0.175 0.202 0.00
C -0.488378 -3.223917 -3.142511 0.372 -0.211 0.078 0.00
C 1.024902 -3.152213 -3.361470 -0.110 0.126 -0.212 0.00
C 1.494638 -2.803826 -4.776852 -0.119 0.110 0.092 0.00
C 1.272442 -1.339025 -5.171880 0.035 -0.177 0.035 0.00
C -2.112420 -1.829977 -4.490379 -0.068 0.266 -0.103 0.00
C -2.398695 -2.631981 -5.589072 0.009 -0.092 0.010 0.00
C -3.331740 -2.151628 -6.485700 0.069 -0.137 0.009 0.00
C -3.978025 -0.925132 -6.289646 -0.046 0.117 0.020 0.00
C -3.686988 -0.120695 -5.206803 -0.055 0.032 0.038 0.00
C -2.719803 -0.586403 -4.322975 0.033 -0.236 -0.060 0.00
H 1.390284 3.030748 -3.009157 0.008 0.010 0.048 0.00
H 0.339237 2.185424 -1.881245 0.007 0.034 0.022 0.01
H -0.025727 3.857732 -2.352948 0.044 0.016 0.004 0.00
H -0.148652 1.398848 -4.187170 -0.006 0.003 -0.053 0.00
H -0.302907 3.050174 -4.745902 0.016 -0.046 -0.028 0.00
H -2.518663 2.297535 -4.573660 -0.038 0.060 0.024 0.00
H -2.277958 3.356054 -3.191465 -0.095 -0.008 -0.018 0.00
H -3.553495 1.395869 -2.521134 -0.004 -0.104 0.019 0.00
H -2.000101 1.405705 -1.697411 0.014 -0.109 0.012 0.00
H -0.907879 -3.994510 -3.787358 -0.082 0.019 0.024 0.00
H -0.687471 -3.512763 -2.109529 -0.085 0.049 -0.076 0.00
H 1.403895 -4.139881 -3.087505 -0.004 0.001 0.037 0.00
H 1.468674 -2.441153 -2.663283 0.010 0.008 0.107 0.00
H 1.011236 -3.466369 -5.500625 0.070 -0.021 -0.034 0.00
H 2.564451 -3.014726 -4.820827 -0.019 -0.060 -0.035 0.00
H 0.244925 -1.149019 -5.481739 -0.020 0.072 0.027 0.00
H 1.914428 -1.066701 -6.008774 -0.017 0.022 -0.001 0.00
H 1.516299 -0.681342 -4.332371 0.008 0.061 -0.028 0.00
H -1.919472 -3.589439 -5.740603 -0.004 0.015 -0.016 0.00
H -3.575076 -2.745482 -7.355956 -0.024 0.013 0.006 0.00
H -4.724028 -0.603195 -7.003088 0.008 0.004 0.004 0.00
H -4.205728 0.812764 -5.038550 0.032 0.019 -0.076 0.00
N -5.790801 4.851464 2.023966 0.072 -0.228 0.075 0.00
C -6.312818 6.082737 1.715545 0.196 0.286 -0.362 0.00
C -7.449856 6.763397 2.141358 -0.108 -0.038 0.111 0.00
C -7.679956 7.995939 1.571414 0.010 -0.079 0.045 0.00
C -6.806924 8.546430 0.613848 0.041 0.055 -0.071 0.00
C -5.678682 7.880067 0.197944 0.001 0.000 0.008 0.00
C -5.428251 6.622724 0.757422 -0.356 -0.059 0.275 0.00
N -4.409372 5.739653 0.515655 0.285 -0.240 -0.039 0.00
C -4.648122 4.701212 1.277664 -0.268 0.455 -0.068 0.00
C -3.802712 3.525142 1.278077 0.235 -0.393 0.009 0.00
C -4.150615 2.313922 1.882184 0.006 0.218 -0.086 0.00
C -3.293410 1.238943 1.786521 -0.101 -0.190 0.084 0.02
N -2.117817 1.295225 1.149458 0.433 -0.446 0.024 0.07
C -1.764922 2.467080 0.593360 0.233 0.043 -0.069 0.01
C -2.566321 3.579912 0.620838 -0.222 0.097 0.081 0.00
H -6.155435 4.216769 2.711855 0.001 -0.006 0.003 0.00
H -8.123311 6.344745 2.877902 -0.013 0.027 -0.017 0.00
H -8.557342 8.557287 1.862307 0.005 0.000 0.017 0.00
H -7.041263 9.516950 0.198003 0.026 0.001 0.003 0.00
H -5.000901 8.296897 -0.534184 -0.021 0.015 -0.008 0.00
H -5.088313 2.188899 2.405483 0.000 -0.042 -0.008 0.00
H -3.563143 0.289350 2.234589 0.035 0.005 -0.015 0.00
H -0.791245 2.499187 0.118510 -0.027 -0.035 -0.025 0.00
H -2.271262 4.506652 0.149308 0.088 -0.025 0.002 0.00